# 1
Molecular formula: C11H18
Method: DFT, ωB97M-V/def2-TZVPD

total charge = 0
frontier orbital gap = 10.067 eV
energy relative to the best compared isomer or geometry (same formula, charge and spin) = 37.6 kJ/mol
E_LUMO = 0.0360 Eh
SMILES = Cc1ccccc1.CC(C)C
F_max = 1.153 eV Å⁻¹

Positions of all 29 atoms, in Å:
C  -2.47  2.35  -0.60
C  -1.58  2.01  0.57
C  -0.28  1.58  0.36
C  0.51  1.16  1.43
C  -0.02  1.14  2.70
C  -1.35  1.51  2.91
C  -2.12  1.98  1.86
H  -1.93  2.88  -1.38
H  -3.27  3.04  -0.31
H  -2.95  1.49  -1.04
H  0.05  1.45  -0.67
H  1.54  0.90  1.22
H  0.59  0.89  3.56
H  -1.73  1.47  3.92
H  -3.16  2.22  2.00
C  1.77  -3.12  -0.69
C  1.11  -1.75  -0.82
C  2.21  -0.75  -1.20
C  -0.02  -1.76  -1.86
H  1.71  -3.68  -1.62
H  1.25  -3.75  0.04
H  2.79  -3.11  -0.31
H  0.63  -1.45  0.11
H  2.96  -1.25  -1.81
H  1.95  0.21  -1.65
H  2.73  -0.54  -0.25
H  -0.92  -2.30  -1.56
H  -0.31  -0.72  -2.04
H  0.29  -2.10  -2.85

# 2
Molecular formula: C11H18
Method: DFT, ωB97M-V/def2-TZVPD

total charge = 0
frontier orbital gap = 9.887 eV
energy relative to the best compared isomer or geometry (same formula, charge and spin) = 113.3 kJ/mol
E_LUMO = 0.0345 Eh
SMILES = Cc1ccccc1.CC(C)C
F_max = 2.460 eV Å⁻¹

Positions of all 29 atoms, in Å:
C  2.05  0.90  -1.97
C  1.31  1.95  -1.14
C  1.89  2.81  -0.21
C  1.16  3.81  0.42
C  -0.10  4.22  -0.04
C  -0.70  3.30  -0.90
C  -0.02  2.25  -1.49
H  3.08  1.22  -2.13
H  1.40  0.70  -2.81
H  2.10  0.07  -1.26
H  2.93  2.62  0.04
H  1.68  4.25  1.27
H  -0.60  5.14  0.22
H  -1.70  3.52  -1.27
H  -0.53  1.59  -2.18
C  -2.07  -1.72  1.08
C  -1.03  -2.76  0.54
C  0.37  -2.26  0.83
C  -1.25  -4.14  1.14
H  -1.97  -1.73  2.17
H  -3.10  -2.09  1.04
H  -1.82  -0.78  0.59
H  -1.32  -2.86  -0.52
H  0.89  -2.15  -0.12
H  0.41  -1.34  1.41
H  0.97  -3.02  1.35
H  -2.18  -4.52  0.69
H  -0.46  -4.88  1.04
H  -1.39  -4.08  2.24

# 3
Molecular formula: C11H18
Method: DFT, ωB97M-V/def2-TZVPD

total charge = +1
frontier orbital gap (spin up / spin down) = 8.118 / 5.393 eV
energy relative to the best compared isomer or geometry (same formula, charge and spin) = 330.7 kJ/mol
spin multiplicity = 2
E_LUMO (spin up / spin down) = -0.1875 / -0.2877 Eh
F_max = 5.869 eV Å⁻¹

Positions of all 29 atoms, in Å:
C  -0.53  2.09  -0.38
C  0.39  1.10  0.15
C  -0.38  3.45  0.29
C  -0.43  2.37  -1.99
H  -1.56  1.69  -0.18
H  0.17  0.08  -0.23
H  -0.78  3.30  1.36
H  0.74  3.69  0.28
H  -0.76  4.28  -0.33
H  -0.67  1.51  -2.52
H  -0.93  3.28  -2.35
H  0.62  2.50  -2.08
H  0.33  1.06  1.34
H  1.40  1.52  0.14
C  -0.55  -2.08  -1.71
C  1.26  -2.05  -0.02
C  -0.02  -2.20  -0.29
C  1.70  -2.20  1.31
C  -0.80  -2.60  0.73
C  0.77  -1.91  2.43
C  -0.60  -2.02  2.06
H  1.95  -2.22  -0.81
H  2.73  -2.09  1.65
H  0.34  -2.33  -2.32
H  -0.95  -1.03  -1.84
H  -1.69  -3.29  0.73
H  0.97  -1.38  3.48
H  -1.36  -1.86  2.95
H  -1.35  -2.68  -1.86

# 4
Molecular formula: C11H18AuN4SSeSi
Method: DFT, ωB97M-V/def2-TZVPD

total charge = -1
frontier orbital gap = 6.511 eV
E_LUMO = 0.1095 Eh
F_max = 1.259 eV Å⁻¹

Positions of all 37 atoms, in Å:
Au  -0.48  -0.25  -0.31
C  3.73  0.67  1.46
C  2.44  0.63  0.69
N  1.34  0.15  1.15
N  1.27  -0.36  2.38
C  0.29  -1.20  2.59
N  0.07  -1.52  3.92
S  -0.71  -2.00  1.44
C  2.38  1.17  -0.67
C  3.29  2.12  -1.15
C  3.15  2.61  -2.43
C  2.11  2.14  -3.23
C  1.26  1.20  -2.69
N  1.39  0.70  -1.46
H  3.63  0.06  2.35
H  3.98  1.69  1.76
H  4.56  0.29  0.85
H  0.34  -0.81  4.58
H  -0.83  -1.95  4.08
H  4.07  2.49  -0.50
H  3.84  3.35  -2.81
H  1.97  2.51  -4.23
H  0.41  0.81  -3.26
C  -5.39  -0.38  -2.23
Si  -3.71  -0.02  -3.02
C  -4.04  1.08  -4.53
C  -3.04  -1.66  -3.68
Se  -2.29  1.04  -1.63
H  -6.14  -0.65  -2.98
H  -5.75  0.49  -1.67
H  -5.31  -1.21  -1.52
H  -4.87  0.69  -5.13
H  -3.16  1.14  -5.17
H  -4.29  2.10  -4.23
H  -3.71  -2.11  -4.42
H  -2.90  -2.37  -2.86
H  -2.06  -1.51  -4.16

# 5
Molecular formula: C11H18ClN4O4Pt
Method: DFT, ωB97M-V/def2-TZVPD

total charge = +1
frontier orbital gap = 8.374 eV
energy relative to the best compared isomer or geometry (same formula, charge and spin) = 3.7 kJ/mol
E_LUMO = -0.1150 Eh
F_max = 0.884 eV Å⁻¹

Positions of all 39 atoms, in Å:
Pt  0.38  -1.07  -0.37
C  -1.77  -1.48  -2.20
C  -2.35  -1.10  -0.84
N  -1.46  -1.61  0.26
C  -1.72  -1.04  1.63
C  -0.47  -0.43  2.24
C  -0.51  0.24  3.45
C  0.62  0.93  3.87
C  1.74  0.98  3.05
C  1.71  0.30  1.86
C  2.49  0.88  -0.33
N  2.06  -0.24  -1.20
C  1.71  0.11  -2.62
C  0.21  0.03  -2.88
N  -0.28  -1.26  -2.29
N  0.66  -0.47  1.51
H  -2.28  -0.90  -2.98
H  -1.93  -2.54  -2.41
H  -3.35  -1.51  -0.74
H  -2.37  -0.02  -0.72
H  -1.55  -2.63  0.32
H  -2.13  -1.80  2.28
H  -2.46  -0.24  1.53
H  -1.43  0.28  4.02
H  0.60  1.48  4.80
H  2.61  1.57  3.30
H  3.44  1.29  -0.68
H  1.72  1.66  -0.32
H  2.84  -0.90  -1.21
H  2.24  -0.60  -3.26
H  2.09  1.11  -2.87
H  0.00  0.07  -3.95
H  -0.32  0.84  -2.37
H  0.12  -2.03  -2.81
O  -0.08  3.53  0.31
Cl  -0.62  2.22  0.68
O  -1.79  2.41  1.53
O  2.75  0.37  0.97
O  -1.11  1.58  -0.59

# 6
Molecular formula: C11H18FNO3S
Method: DFT, ωB97M-V/def2-TZVPD

total charge = 0
frontier orbital gap = 8.760 eV
E_LUMO = 0.0213 Eh
SMILES = O=S1(=O)C[C@H](CCCF)CCO1.c1cc[nH]c1
F_max = 0.278 eV Å⁻¹

Positions of all 35 atoms, in Å:
O  -1.37  -2.19  -1.42
S  -0.39  -1.77  -0.48
O  0.70  -2.61  -0.10
C  -1.17  -1.18  1.00
C  -0.16  -0.41  1.86
C  -0.77  0.02  3.21
C  0.11  -0.22  4.44
C  0.56  -1.66  4.61
F  1.15  -1.80  5.85
C  0.38  0.77  1.05
C  1.11  0.30  -0.19
O  0.19  -0.40  -1.06
H  -1.57  -2.06  1.50
H  -1.99  -0.54  0.68
H  0.68  -1.10  2.03
H  -1.73  -0.48  3.36
H  -0.99  1.09  3.15
H  -0.46  0.04  5.33
H  0.99  0.43  4.42
H  -0.29  -2.34  4.57
H  1.30  -1.97  3.87
H  -0.46  1.39  0.74
H  1.04  1.40  1.66
H  1.94  -0.38  0.05
H  1.49  1.12  -0.79
C  0.43  0.41  -4.61
C  0.70  1.12  -5.81
C  -0.04  2.28  -5.77
N  -0.74  2.28  -4.60
C  -0.46  1.15  -3.88
H  0.84  -0.55  -4.32
H  1.36  0.82  -6.61
H  -0.12  3.08  -6.48
H  -1.36  3.01  -4.31
H  -0.91  0.96  -2.93